[1]
The following is a quantum chemistry calculation of C5H13ClI2O2PTl as an isolated structure in a non-equilibrium geometry, from the Open Molecules 2025 dataset.

Structure (XYZ):
```
25
Properties=species:S:1:pos:R:3:forces:R:3:lowdin_charge:R:1
I 0.97233 1.94980 2.15888 0.8 1.2 0.7 0.76
I -1.04686 -2.53564 -0.21411 -0.1 -0.8 -0.8 0.78
Tl -0.17903 -0.22774 0.96794 -8.3 3.0 -0.5 -0.24
P 0.10573 0.79195 -1.16697 0.0 2.8 -5.5 0.70
C 1.73765 0.48793 -1.92780 0.2 -0.7 1.1 -0.17
C -1.10580 0.27117 -2.42630 -0.3 -0.5 0.5 -0.24
H -0.98433 2.85701 -0.60893 0.1 0.1 -0.1 0.05
H -0.15752 2.96316 -2.19766 0.0 -0.3 0.0 0.09
H 0.77715 3.06772 -0.66968 -0.1 0.0 -0.1 0.03
C -0.07799 2.60619 -1.16564 0.0 -0.1 0.9 -0.24
H -2.10470 0.34193 -1.98825 0.0 0.0 -0.2 0.05
H -1.02895 0.92927 -3.29810 0.1 0.1 0.2 0.09
H 1.81224 0.98077 -2.90217 -0.3 0.1 0.1 0.10
H 1.87990 -0.58912 -2.05306 0.1 0.1 -0.1 0.07
H -0.92396 -0.76474 -2.71610 0.0 0.1 0.0 0.03
H 2.51649 0.87378 -1.26389 0.1 0.0 -0.2 0.07
C 1.49867 -1.00638 1.01486 13.2 -6.2 1.0 -0.37
O 2.54534 -1.49272 1.04361 -4.2 2.0 -0.3 0.29
Cl -2.36831 0.77716 0.90292 -0.4 0.3 0.2 0.19
C -0.49992 -2.37204 3.05753 0.0 -2.8 1.3 -0.16
O -0.50558 -0.97515 2.90475 -1.7 0.7 2.0 -0.29
H 0.35535 -2.83038 2.52270 -0.5 0.4 0.2 0.08
H -1.45435 -2.82386 2.70905 0.7 0.3 0.2 0.08
H -0.35835 -2.61462 4.13175 -0.1 0.2 -0.6 0.13
H -1.40522 -0.66545 3.18467 0.8 0.1 0.1 0.14
```
Forces are in eV/Å.

Kohn-Sham gap (spin up / spin down)	5.397 / 4.718	eV
highest occupied orbital energy (spin up / spin down)	-17.15 / -16.88	eV
net charge	+2

***

[2]
The following is a quantum chemistry calculation of a 2-piece molecular cluster, C5H13ClNOPS overall in a non-equilibrium geometry, from the Open Molecules 2025 dataset.

Structure (XYZ):
```
23
Properties=species:S:1:pos:R:3:forces:R:3:lowdin_charge:R:1
C -0.85507 2.30505 -0.50881 -0.5 -0.5 2.0 -0.10
C -2.62747 0.51002 -0.69371 -0.3 3.6 -0.3 -0.08
C 2.64438 -1.32785 1.06437 2.3 1.2 -3.4 -0.36
C 3.02696 -2.02689 -0.28268 -1.3 0.3 1.0 -0.64
C -1.07331 0.77570 -0.75081 -1.2 1.9 -0.7 -0.57
N -0.64969 0.06172 0.38270 3.9 -1.2 1.2 -0.03
O 1.68450 0.94538 2.06368 -1.1 -0.4 0.3 -0.29
P 1.83263 0.31066 0.59331 -2.3 -1.5 1.2 0.37
S 2.76808 1.30126 -0.71403 0.0 0.2 -0.3 0.33
Cl 3.68804 -3.71679 -0.01768 -0.6 1.3 -0.4 0.51
H 0.15612 2.68401 -0.49838 0.5 -0.4 0.1 0.02
H -1.33656 2.85156 -1.23487 -1.1 1.1 -2.2 0.03
H -1.38822 2.74139 0.41202 0.9 -1.3 -0.8 0.11
H -2.85733 0.75905 0.33967 -0.2 -0.2 0.3 0.06
H -2.90606 -0.49742 -0.85190 -0.4 -0.9 -0.6 0.04
H -3.28142 1.34234 -1.24546 1.5 -2.2 0.5 0.12
H 3.59085 -1.10623 1.55315 -0.1 0.4 0.4 0.09
H 2.11971 -2.00850 1.62020 -1.8 -1.3 1.6 0.04
H 3.67524 -1.41839 -0.87382 1.0 0.0 0.0 0.02
H 2.08904 -1.94783 -0.83612 0.0 -1.3 -0.4 0.06
H -0.63684 0.42242 -1.72279 -0.3 0.5 0.6 0.13
H -0.79004 -0.91926 0.12766 0.4 -0.2 0.4 0.04
H 0.94978 0.43534 2.50503 0.8 0.9 -0.4 0.09
```
Forces are in eV/Å.

Kohn-Sham gap (spin up / spin down)	7.869 / 7.870	eV
highest occupied orbital energy (spin up / spin down)	-8.61 / -8.61	eV
net charge	0

***

[3]
The following is a quantum chemistry calculation of an isolated ion of composition C5H13FNO and charge +1 in a non-equilibrium geometry, from the Open Molecules 2025 dataset.

Structure (XYZ):
```
21
Properties=species:S:1:pos:R:3:forces:R:3:lowdin_charge:R:1
C 1.82218 -0.92498 1.07716 -1.1 1.3 1.3 0.01
C 0.55034 -0.87103 0.28396 1.3 2.1 -1.0 -0.60
C 0.60960 -1.81845 -0.88348 -1.2 -0.7 0.3 0.01
F -0.41932 -1.25120 1.13715 -1.7 -0.8 1.0 0.06
C 0.17265 0.53460 -0.22062 -0.6 -0.3 -2.7 -0.27
O 0.27973 1.59783 0.66577 1.7 0.1 0.9 -0.04
C -1.39035 0.67613 -0.71271 1.4 0.5 -1.1 -0.05
N -2.04850 1.80238 -0.01013 1.8 0.5 3.2 0.16
H 1.84187 -0.45501 2.05399 -0.8 0.7 0.2 0.10
H 1.84414 -1.90462 1.36956 0.6 -2.8 0.5 0.07
H 2.72918 -0.64457 0.67939 1.8 0.4 -1.7 0.08
H -0.25216 -1.58415 -1.55704 0.2 -1.2 0.7 0.11
H 1.42792 -1.80958 -1.55089 1.4 1.0 -0.4 0.08
H 0.76845 -2.81442 -0.40947 -1.2 0.3 -0.7 0.12
H 0.87829 0.67973 -1.15405 -1.5 0.0 1.5 0.19
H 1.21529 1.61101 0.96497 -0.8 0.3 0.0 0.14
H -2.07478 -0.19617 -0.57770 1.0 0.5 -0.6 0.15
H -1.36571 1.17919 -1.71830 0.1 -1.8 0.3 0.15
H -1.31267 2.52305 0.36990 -1.3 -1.5 -0.9 0.21
H -2.56901 1.47556 0.80202 0.1 0.0 0.3 0.17
H -2.70716 2.19470 -0.60946 -1.4 1.3 -1.3 0.13
```
Forces are in eV/Å.

Kohn-Sham gap	11.239	eV
highest occupied orbital energy	-14.70	eV
SMILES string	CC(C)(F)[C@H](O)C[NH3+]
net charge	+1

***

[4]
The following is a quantum chemistry calculation of a 2-piece molecular cluster, C5H13N overall in a non-equilibrium geometry, from the Open Molecules 2025 dataset.

Structure (XYZ):
```
19
Properties=species:S:1:pos:R:3:forces:R:3:mulliken_spin:R:1
C 1.35239 0.92350 -0.52445 -2.4 3.2 -1.8 1.59
C 1.46493 0.23878 0.71230 -0.1 -2.6 4.1 -0.22
C 2.00379 -1.21081 0.47035 0.4 0.0 -1.2 0.54
H 1.07201 0.33076 -1.39646 -0.3 0.0 0.2 -0.15
H 0.52920 1.66695 -0.27757 0.6 -0.4 -1.3 -0.05
H 2.17286 1.53885 -0.80573 1.1 0.3 -0.2 -0.77
H 2.10205 0.82147 1.46621 -0.6 -0.9 -1.0 -0.13
H 0.41980 0.20700 1.24458 1.9 -0.4 -1.0 -0.02
H 1.48235 -1.70624 -0.45677 0.6 0.8 2.0 -0.20
H 1.95785 -1.83186 1.36617 -0.2 -0.2 -0.1 -0.10
H 3.09279 -1.19354 0.16509 -1.0 0.2 0.3 -0.04
C -2.12365 -0.33741 0.89471 0.1 0.5 0.0 0.05
C -2.07621 -0.39271 -0.42588 -0.6 0.5 -2.5 1.22
N -2.57376 0.61611 -1.31292 0.0 -1.7 4.2 0.79
H -2.36143 0.54024 1.42640 -0.8 1.3 0.1 0.05
H -1.82370 -1.03679 1.61711 0.7 -1.6 0.1 -0.11
H -1.68283 -1.22820 -1.01557 -0.2 0.0 0.6 -0.46
H -2.54468 1.50341 -0.88242 -0.1 1.2 -0.1 -0.21
H -2.46377 0.55049 -2.26515 0.8 -0.2 -2.4 -0.78
```
Forces are in eV/Å.

Kohn-Sham gap (spin up / spin down)	2.750 / 8.671	eV
highest occupied orbital energy (spin up / spin down)	1.47 / -4.62	eV
multiplicity	2
net charge	-1